one) {"formula": "C3H10N2S", "method": "the ωB97M-V functional and the def2-TZVPD basis", "charge": 0, "smiles": "[H]/N=C/N.CCS", "homo_lumo_gap_ev": 9.891, "homo_ev": -9.00, "elements": ["H", "N", "C", "N", "H", "H", "H", "C", "C", "S", "H", "H", "H", "H", "H", "H"], "coordinates": [[-1.71, 1.65, -2.63], [-1.86, 1.89, -1.65], [-0.75, 1.94, -1.00], [-0.78, 1.86, 0.35], [0.14, 2.30, -1.52], [-1.62, 1.45, 0.68], [-0.03, 2.27, 0.86], [0.83, -1.16, 1.39], [1.15, -2.03, 0.19], [0.24, -1.61, -1.33], [-0.27, -1.18, 1.50], [0.96, -0.10, 1.18], [1.19, -1.47, 2.37], [1.02, -3.09, 0.43], [2.21, -1.90, -0.02], [-0.71, -0.82, -0.81]]}

two) {"formula": "C3H10N2S", "method": "the ωB97M-V functional and the def2-TZVPD basis", "charge": 0, "smiles": "[H]/N=C/N.CSC", "homo_lumo_gap_ev": 9.252, "homo_ev": -8.34, "elements": ["H", "N", "C", "N", "H", "H", "H", "C", "S", "C", "H", "H", "H", "H", "H", "H"], "coordinates": [[-0.29, -1.92, 1.90], [0.65, -2.14, 2.19], [1.36, -3.17, 1.78], [2.49, -3.51, 2.51], [1.05, -3.96, 1.08], [2.98, -4.33, 2.18], [2.94, -3.13, 3.33], [-0.24, 1.69, -2.07], [-1.44, 2.80, -2.82], [-2.27, 3.33, -1.36], [-0.52, 0.58, -2.33], [-0.19, 1.69, -0.97], [0.74, 1.65, -2.34], [-3.12, 3.89, -1.66], [-2.54, 2.47, -0.61], [-1.59, 4.07, -0.78]]}

three) {"formula": "C3H10N2S", "method": "the ωB97M-V functional and the def2-TZVPD basis", "charge": 0, "homo_lumo_gap_ev": 6.382, "homo_ev": -6.34, "elements": ["C", "C", "S", "H", "H", "H", "H", "H", "N", "C", "N", "H", "H", "H", "H", "H"], "coordinates": [[-1.12, 2.08, 2.45], [-1.76, 1.44, 1.21], [-0.66, 0.13, 0.53], [-0.10, 1.76, 2.64], [-1.66, 1.69, 3.33], [-1.24, 3.15, 2.44], [-1.89, 2.18, 0.43], [-2.73, 1.01, 1.44], [1.61, -0.31, -1.16], [1.95, -1.43, -1.69], [1.02, -2.28, -2.07], [0.60, -0.07, -1.02], [2.28, 0.34, -0.78], [3.01, -1.62, -1.80], [1.27, -3.19, -2.42], [0.07, -2.17, -1.75]]}

Verdict on stability: two) comes out at the bottom.

one) {"formula": "C2H6N4O", "method": "the ωB97M-V functional and the def2-TZVPD basis", "charge": 0, "homo_lumo_gap_ev": 8.940, "homo_ev": -8.82, "elements": ["C", "C", "H", "H", "H", "H", "H", "H", "N", "N", "N", "N", "O"], "coordinates": [[0.38, 0.68, -0.73], [-1.31, -0.54, 1.51], [1.08, -0.77, -2.37], [-0.25, -1.13, -0.94], [0.71, 1.68, -2.33], [0.79, 1.45, 1.13], [0.61, -1.33, 1.64], [-1.80, -1.48, 2.00], [-0.03, -0.42, -1.54], [1.09, 1.66, -1.29], [0.63, 0.49, 0.66], [0.01, -0.65, 1.16], [-1.91, 0.36, 1.10]]}

two) {"formula": "C2H6N4O", "method": "the ωB97M-V functional and the def2-TZVPD basis", "charge": 0, "smiles": "[H]/N=C(/N)O/C=N\\N", "homo_lumo_gap_ev": 8.957, "homo_ev": -8.30, "elements": ["H", "N", "C", "N", "O", "C", "N", "N", "H", "H", "H", "H", "H"], "coordinates": [[-1.48, -1.07, -0.95], [-1.69, -0.15, -1.41], [-0.77, 0.62, -1.12], [-0.43, 1.69, -1.80], [0.13, 0.22, -0.12], [-0.21, -0.43, 1.07], [0.69, -1.00, 1.81], [1.92, -1.13, 1.66], [-1.02, 1.94, -2.62], [0.35, 2.42, -1.27], [-1.37, -0.47, 0.96], [2.40, -0.53, 0.83], [2.54, -1.12, 2.57]]}

Verdict on stability: one) comes out at the bottom.

one) {"formula": "C6H12N2", "method": "the ωB97M-V functional and the def2-TZVPD basis", "charge": 0, "smiles": "CN1[C@H]2CNC[C@@]21C", "homo_lumo_gap_ev": 9.207, "homo_ev": -8.17, "elements": ["C", "N", "C", "C", "N", "C", "C", "C", "H", "H", "H", "H", "H", "H", "H", "H", "H", "H", "H", "H"], "coordinates": [[-2.45, -0.56, 0.19], [-1.37, 0.09, -0.56], [-0.22, -0.81, -0.63], [1.30, -0.92, -1.04], [1.78, -0.70, 0.40], [0.73, -0.12, 1.21], [-0.23, 0.57, 0.22], [0.31, 1.76, -0.38], [-2.07, -1.04, 1.17], [-2.95, -1.42, -0.47], [-3.32, 0.23, 0.33], [-0.24, -1.50, 0.26], [1.64, -1.88, -1.42], [1.70, -0.01, -1.62], [2.69, -0.12, 0.38], [1.12, 0.67, 1.82], [0.19, -0.69, 1.92], [-0.09, 2.76, 0.11], [1.47, 1.81, -0.46], [0.00, 1.89, -1.43]]}

two) {"formula": "C6H12N2", "method": "the ωB97M-V functional and the def2-TZVPD basis", "charge": 0, "smiles": "Cc1c[nH]cn1.CC", "homo_lumo_gap_ev": 9.713, "homo_ev": -8.77, "elements": ["C", "C", "C", "N", "C", "N", "H", "H", "H", "H", "H", "H", "C", "C", "H", "H", "H", "H", "H", "H"], "coordinates": [[0.29, -0.46, 2.04], [0.32, 0.88, 1.40], [-0.53, 1.52, 0.56], [-0.07, 2.81, 0.39], [1.23, 2.78, 0.89], [1.51, 1.65, 1.51], [1.32, -0.77, 1.73], [-0.47, -1.18, 1.75], [0.23, -0.43, 3.13], [-1.57, 1.22, 0.49], [-0.14, 3.34, -0.47], [1.67, 3.71, 1.23], [0.24, -2.20, -1.97], [-1.13, -1.55, -1.78], [0.84, -2.09, -1.05], [0.16, -3.29, -2.01], [0.83, -1.68, -2.73], [-1.33, -1.04, -0.86], [-1.95, -2.29, -1.66], [-1.46, -0.93, -2.61]]}

three) {"formula": "C6H12N2", "method": "the ωB97M-V functional and the def2-TZVPD basis", "charge": 0, "smiles": "C/N=C(C)/C=C(/C)N", "homo_lumo_gap_ev": 7.949, "homo_ev": -6.96, "elements": ["C", "N", "C", "C", "C", "C", "C", "N", "H", "H", "H", "H", "H", "H", "H", "H", "H", "H", "H", "H"], "coordinates": [[0.75, 1.63, -1.29], [0.29, 0.34, -0.83], [0.97, -0.32, 0.12], [2.47, -0.32, 0.27], [0.08, -1.00, 0.93], [-1.22, -0.46, 0.53], [-2.21, -1.30, -0.21], [-1.70, 0.63, 1.16], [0.35, 1.84, -2.28], [1.84, 1.72, -1.34], [0.40, 2.44, -0.62], [2.97, -0.36, -0.70], [2.81, 0.59, 0.78], [2.79, -1.17, 0.87], [0.20, -1.98, 1.37], [-1.76, -1.62, -1.15], [-3.15, -0.79, -0.41], [-2.41, -2.19, 0.39], [-2.45, 1.16, 0.72], [-1.03, 1.18, 1.69]]}

Verdict on stability: one) comes out at the bottom.

one) {"formula": "C6H12N2", "method": "the ωB97M-V functional and the def2-TZVPD basis", "charge": 0, "smiles": "C=N/C=C/C[C@H](C)N", "homo_lumo_gap_ev": 9.465, "homo_ev": -8.40, "elements": ["C", "N", "C", "C", "C", "C", "C", "N", "H", "H", "H", "H", "H", "H", "H", "H", "H", "H", "H", "H"], "coordinates": [[0.17, -3.98, -0.21], [0.96, -3.03, -0.16], [0.76, -1.92, 0.70], [0.77, -0.72, 0.21], [0.25, 0.53, 0.88], [-0.02, 1.57, -0.33], [-0.59, 2.85, 0.25], [-0.73, 1.05, -1.49], [-0.77, -4.14, 0.28], [0.35, -4.84, -0.84], [0.78, -2.23, 1.73], [1.03, -0.71, -0.86], [-0.75, 0.34, 1.27], [0.97, 1.01, 1.52], [1.11, 1.79, -0.61], [-1.73, 2.83, 0.48], [-0.38, 3.72, -0.38], [-0.07, 3.21, 1.22], [-0.47, 1.55, -2.32], [-1.64, 1.13, -1.34]]}

two) {"formula": "C6H12N2", "method": "the ωB97M-V functional and the def2-TZVPD basis", "charge": 0, "smiles": "C[C@]12CCN[C@H]1[C@@H]2N", "homo_lumo_gap_ev": 8.315, "homo_ev": -7.40, "elements": ["C", "C", "C", "C", "N", "C", "C", "N", "H", "H", "H", "H", "H", "H", "H", "H", "H", "H", "H", "H"], "coordinates": [[1.07, 1.57, 0.47], [0.23, 0.58, 0.02], [-0.89, 0.54, -0.84], [-1.97, -0.46, -0.35], [-1.63, -0.64, 1.03], [-0.19, -0.71, 0.93], [0.77, -0.82, -0.39], [2.01, -1.24, 0.00], [1.48, 2.07, -0.39], [1.95, 1.29, 0.99], [0.71, 2.38, 1.14], [-1.56, 1.63, -0.80], [-0.53, 0.48, -1.90], [-2.02, -1.23, -1.11], [-3.04, -0.24, -0.37], [-1.95, -0.21, 1.81], [0.51, -0.64, 1.81], [0.11, -1.18, -1.16], [2.62, -0.92, -0.79], [2.32, -2.25, -0.10]]}

Verdict on stability: two) comes out at the bottom.

one) {"formula": "C6H12N2", "method": "the ωB97M-V functional and the def2-TZVPD basis", "charge": 0, "smiles": "C1C[C@H]2CNC[C@H]1N2", "homo_lumo_gap_ev": 8.753, "homo_ev": -7.83, "elements": ["C", "C", "C", "C", "N", "C", "C", "N", "H", "H", "H", "H", "H", "H", "H", "H", "H", "H", "H", "H"], "coordinates": [[1.77, 0.53, 0.81], [1.89, -0.63, -0.40], [0.38, -0.59, -0.89], [-1.05, -0.72, -1.26], [-1.82, 0.52, -0.49], [-1.36, 0.93, 0.83], [0.21, 0.57, 0.97], [-0.04, -0.78, 0.52], [1.94, -0.08, 1.77], [2.33, 1.49, 0.66], [2.61, -0.28, -1.02], [2.16, -1.62, 0.00], [0.47, 0.47, -1.24], [-1.38, -0.52, -2.26], [-1.62, -1.68, -0.99], [-1.82, 1.28, -1.15], [-2.08, 0.46, 1.50], [-1.51, 1.97, 1.06], [0.27, 1.06, 0.02], [0.65, -1.27, 1.02]]}

two) {"formula": "C6H12N2", "method": "the ωB97M-V functional and the def2-TZVPD basis", "charge": 0, "smiles": "Cc1c[nH]cn1.CC", "homo_lumo_gap_ev": 9.142, "homo_ev": -8.23, "elements": ["C", "C", "C", "N", "C", "N", "H", "H", "H", "H", "H", "H", "C", "C", "H", "H", "H", "H", "H", "H"], "coordinates": [[2.57, -0.13, 2.95], [2.24, 0.41, 1.60], [2.96, 0.19, 0.39], [2.06, 0.44, -0.66], [0.84, 0.83, 0.02], [0.99, 0.85, 1.36], [2.60, -1.22, 2.74], [1.83, 0.03, 3.73], [3.64, 0.11, 3.30], [4.00, 0.02, 0.32], [2.45, 0.76, -1.53], [0.00, 0.98, -0.66], [-3.82, -0.85, -1.38], [-2.73, -0.11, -2.05], [-3.49, -1.18, -0.39], [-4.66, 0.03, -1.14], [-4.23, -1.57, -1.96], [-3.05, 0.87, -2.33], [-2.30, -0.68, -2.91], [-1.90, 0.21, -1.40]]}

three) {"formula": "C6H12N2", "method": "the ωB97M-V functional and the def2-TZVPD basis", "charge": 0, "homo_lumo_gap_ev": 9.604, "homo_ev": -8.58, "elements": ["C", "C", "C", "C", "C", "C", "H", "H", "H", "H", "H", "H", "H", "H", "H", "H", "H", "H", "N", "N"], "coordinates": [[0.00, 0.11, -1.02], [0.75, -1.19, -0.68], [0.58, -1.10, 0.86], [-0.13, 0.26, 0.98], [0.59, 1.07, -0.01], [-1.27, 0.08, -0.09], [-0.68, 1.30, -2.59], [0.52, 0.12, -3.04], [1.78, -1.14, -1.05], [0.20, -2.02, -1.11], [1.64, -1.14, 1.31], [0.04, -1.93, 1.34], [-0.66, -0.22, 2.85], [-0.83, 1.44, 2.49], [1.71, 1.16, 0.10], [0.22, 2.06, -0.14], [-1.94, -0.81, 0.02], [-1.92, 0.98, -0.21], [-0.32, 0.36, -2.37], [-0.27, 0.62, 2.35]]}

Verdict on stability: one) comes out at the bottom.

one) {"formula": "C6H12N2", "method": "the ωB97M-V functional and the def2-TZVPD basis", "charge": 0, "smiles": "[H]/N=C(\\C)N(C)C(=C)C", "homo_lumo_gap_ev": 9.305, "homo_ev": -8.41, "elements": ["H", "N", "C", "C", "N", "C", "C", "C", "C", "H", "H", "H", "H", "H", "H", "H", "H", "H", "H", "H"], "coordinates": [[-0.67, 1.16, 2.59], [-0.73, 0.57, 1.77], [0.26, 0.69, 0.97], [1.44, 1.61, 1.18], [0.28, -0.07, -0.15], [1.35, -0.03, -1.12], [-0.82, -0.95, -0.41], [-0.66, -2.26, -0.32], [-2.09, -0.27, -0.81], [1.30, 2.19, 2.09], [2.36, 1.03, 1.27], [1.54, 2.30, 0.34], [1.40, 0.94, -1.62], [2.32, -0.23, -0.66], [1.16, -0.79, -1.87], [0.27, -2.70, -0.01], [-1.47, -2.94, -0.54], [-2.85, -1.00, -1.06], [-1.92, 0.39, -1.65], [-2.44, 0.34, 0.03]]}

two) {"formula": "C6H12N2", "method": "the ωB97M-V functional and the def2-TZVPD basis", "charge": 0, "homo_lumo_gap_ev": 7.596, "homo_ev": -6.81, "elements": ["C", "C", "C", "C", "C", "N", "C", "N", "H", "H", "H", "H", "H", "H", "H", "H", "H", "H", "H", "H"], "coordinates": [[-0.90, -0.49, -1.09], [1.85, -1.19, 1.35], [1.49, 1.16, 0.63], [-1.87, 0.34, 0.61], [-1.38, 0.18, -2.31], [1.22, -0.25, 0.43], [0.14, -0.63, -0.23], [-0.46, -1.75, -0.76], [1.55, -2.20, 1.09], [1.56, -0.97, 2.38], [2.94, -1.11, 1.26], [1.02, 1.74, -0.17], [2.57, 1.33, 0.59], [1.10, 1.50, 1.59], [-0.70, -0.05, -3.14], [-1.72, 1.41, 0.75], [-1.72, -0.24, 1.52], [-2.88, 0.15, 0.24], [-1.42, 1.26, -2.17], [-2.37, -0.19, -2.57]]}

Verdict on stability: two) comes out at the bottom.

one) {"formula": "C4H7NS", "method": "the ωB97M-V functional and the def2-TZVPD basis", "charge": 0, "smiles": "CC(C)(S)C#N", "homo_lumo_gap_ev": 10.330, "homo_ev": -9.73, "elements": ["C", "C", "C", "S", "C", "N", "H", "H", "H", "H", "H", "H", "H"], "coordinates": [[0.21, 1.04, 1.36], [0.02, 0.32, -0.03], [-0.08, 1.43, -1.12], [-1.31, -0.90, 0.02], [1.17, -0.50, -0.13], [2.13, -1.14, -0.21], [0.46, 0.26, 2.13], [-0.75, 1.59, 1.54], [1.01, 1.77, 1.36], [0.90, 1.99, -1.11], [-0.77, 2.22, -0.79], [-0.29, 0.94, -2.15], [-2.38, -0.15, -0.33]]}

two) {"formula": "C4H7NS", "method": "the ωB97M-V functional and the def2-TZVPD basis", "charge": 0, "smiles": "CCSCC#N", "homo_lumo_gap_ev": 10.006, "homo_ev": -9.25, "elements": ["C", "C", "S", "C", "C", "N", "H", "H", "H", "H", "H", "H", "H"], "coordinates": [[2.05, 0.29, 0.12], [0.55, 0.83, 0.23], [-0.43, 0.33, -1.26], [-1.55, -0.95, -0.62], [-2.52, -0.34, 0.32], [-3.22, 0.28, 1.01], [2.05, -0.81, 0.34], [2.80, 0.72, 0.66], [2.45, 0.46, -0.83], [0.05, 0.53, 1.18], [0.68, 1.88, 0.23], [-0.95, -1.66, -0.03], [-1.95, -1.56, -1.35]]}

Verdict on stability: two) comes out at the bottom.

one) {"formula": "C5H12O3", "method": "the ωB97M-V functional and the def2-TZVPD basis", "charge": 0, "smiles": "CC(C)OO.CC=O", "homo_lumo_gap_ev": 10.863, "homo_ev": -9.88, "elements": ["C", "C", "C", "O", "O", "H", "H", "H", "H", "H", "H", "H", "H", "C", "C", "O", "H", "H", "H", "H"], "coordinates": [[-1.04, -0.14, -1.68], [-1.16, -0.88, -0.37], [-2.20, -0.30, 0.58], [0.15, -0.81, 0.42], [1.09, -1.71, -0.15], [-1.18, 0.93, -1.56], [0.02, -0.22, -2.04], [-1.78, -0.51, -2.38], [-1.33, -1.95, -0.53], [-2.22, -0.86, 1.51], [-3.17, -0.34, 0.10], [-1.96, 0.74, 0.80], [1.64, -1.13, -0.71], [2.22, 0.92, 1.40], [1.41, 1.08, 0.15], [1.77, 0.75, -0.97], [1.59, 0.49, 2.17], [3.07, 0.27, 1.23], [2.54, 1.90, 1.75], [0.54, 1.76, 0.28]]}

two) {"formula": "C5H12O3", "method": "the ωB97M-V functional and the def2-TZVPD basis", "charge": 0, "smiles": "C[C@@H](O)OO.C=CC", "homo_lumo_gap_ev": 9.661, "homo_ev": -8.97, "elements": ["C", "C", "O", "O", "O", "H", "H", "H", "H", "H", "H", "C", "C", "C", "H", "H", "H", "H", "H", "H"], "coordinates": [[-2.40, 1.02, 0.85], [-1.49, -0.19, 0.85], [-2.18, -1.40, 0.99], [-0.67, -0.18, -0.48], [-1.16, -1.23, -1.39], [-3.44, 0.76, 1.08], [-2.08, 1.73, 1.62], [-2.39, 1.55, -0.11], [-0.76, -0.13, 1.66], [-2.77, -1.44, 0.21], [-0.64, -1.97, -1.00], [2.06, 1.51, -0.76], [1.80, 0.35, -0.12], [2.47, -0.94, -0.50], [1.68, 2.45, -0.39], [2.65, 1.53, -1.68], [1.43, 0.40, 0.91], [3.51, -0.95, -0.16], [2.44, -1.09, -1.58], [1.96, -1.78, -0.02]]}

Verdict on stability: two) comes out at the bottom.